# 1
Here is a molecular structure, C43H55MoN6OS in a non-equilibrium geometry from OMol25. Energies are from the ωB97M-V functional and the def2-TZVPD basis.

Positions of all 107 atoms, in Å:
1 Mo 0.55 2.62 -1.07
2 C 5.50 0.86 3.34
3 C 5.07 2.24 3.76
4 C 5.95 3.13 4.39
5 C 5.57 4.44 4.72
6 C 4.27 4.83 4.60
7 C 3.33 4.00 4.05
8 C 3.75 2.72 3.54
9 N 2.97 1.96 2.58
10 C 2.44 2.47 1.44
11 N 3.07 3.66 1.04
12 C 2.81 4.57 0.02
13 C 1.67 4.55 -0.80
14 C 1.16 5.77 -1.19
15 C 1.99 6.88 -1.33
16 C 3.37 6.73 -0.97
17 C 3.73 5.70 -0.12
18 C 5.02 5.66 0.62
19 N 1.65 1.78 0.60
20 C 1.51 0.34 0.94
21 C 2.68 -0.43 0.73
22 C 2.74 -1.77 1.16
23 C 1.74 -2.26 1.98
24 C 0.62 -1.50 2.31
25 C 0.57 -0.13 1.90
26 C -0.51 0.75 2.45
27 H 5.36 0.06 4.06
28 H 6.64 1.00 3.18
29 H 5.12 0.49 2.37
30 H 7.01 2.79 4.49
31 H 6.25 5.11 5.20
32 H 4.01 5.84 4.92
33 H 2.28 4.27 3.99
34 H 2.70 1.04 2.88
35 H 3.93 3.83 1.52
36 H 0.14 5.76 -1.59
37 H 1.69 7.88 -1.64
38 H 4.04 7.51 -1.19
39 H 5.73 6.33 0.14
40 H 5.52 4.69 0.68
41 H 4.85 5.89 1.71
42 H 3.46 0.06 0.13
43 H 3.53 -2.38 0.81
44 H 1.85 -3.29 2.30
45 H -0.14 -1.84 3.02
46 H -1.54 0.42 2.13
47 H -0.38 1.84 2.12
48 H -0.42 0.79 3.54
49 N 2.59 2.22 -2.08
50 C 2.46 1.13 -3.12
51 C 1.56 0.04 -2.65
52 N 0.32 0.62 -2.03
53 H 2.84 3.04 -2.59
54 H 3.38 1.99 -1.40
55 H 3.50 0.80 -3.38
56 H 2.02 1.64 -3.94
57 H 2.08 -0.65 -1.93
58 H 1.28 -0.59 -3.53
59 H -0.06 -0.02 -1.35
60 H -0.34 0.66 -2.81
61 S -1.10 3.38 0.19
62 C -2.69 -12.08 1.77
63 C -3.56 -11.02 1.15
64 C -3.64 -10.62 -0.17
65 C -4.61 -9.75 -0.64
66 C -4.42 -9.17 -2.02
67 C -5.55 -9.15 0.22
68 C -6.80 -8.57 -0.31
69 O -7.23 -8.45 -1.45
70 C -5.37 -9.37 1.61
71 C -6.19 -8.57 2.67
72 C -4.39 -10.24 2.00
73 H -2.51 -12.82 0.97
74 H -3.18 -12.55 2.60
75 H -1.82 -11.59 2.19
76 H -3.01 -11.13 -0.91
77 H -4.17 -10.08 -2.65
78 H -3.66 -8.39 -2.12
79 H -5.41 -8.79 -2.25
80 H -7.41 -8.23 0.52
81 H -6.87 -7.86 2.15
82 H -5.51 -7.94 3.33
83 H -6.76 -9.29 3.32
84 H -4.30 -10.40 3.12
85 C -4.60 2.48 -1.11
86 N -3.47 3.31 -1.67
87 C -3.99 4.64 -2.06
88 C -2.72 2.54 -2.77
89 C -1.58 3.30 -3.49
90 C -2.03 3.96 -4.66
91 C -1.11 4.60 -5.45
92 C 0.28 4.55 -5.10
93 C 0.59 4.12 -3.82
94 C -0.28 3.41 -3.01
95 H -5.12 3.04 -0.31
96 H -4.16 1.50 -0.80
97 H -5.36 2.35 -1.92
98 H -2.79 3.31 -0.93
99 H -4.87 4.62 -2.72
100 H -3.12 5.13 -2.53
101 H -4.31 5.12 -1.15
102 H -3.46 2.29 -3.57
103 H -2.32 1.66 -2.30
104 H -3.09 3.80 -5.04
105 H -1.50 5.19 -6.30
106 H 1.09 4.90 -5.73
107 H 1.63 4.32 -3.48

Computed properties:
HOMO (spin up / spin down) ... -8.778 / -9.597 eV
Charge ... +1
HOMO-LUMO gap (spin up / spin down) ... 6.460 / 7.597 eV
Multiplicity ... 3



# 2
Here is a molecular structure, C43H56BiCl8GeN9S in a non-equilibrium geometry from OMol25. Energies are from the ωB97M-V functional and the def2-TZVPD basis.

Positions of all 119 atoms, in Å:
1 Bi -0.79 -0.49 -0.56
2 C 3.53 -1.13 2.83
3 C 3.52 -0.08 1.72
4 C 4.61 0.96 1.97
5 C 3.77 -0.72 0.37
6 C 4.84 -1.60 0.30
7 C 5.19 -2.22 -0.88
8 C 4.52 -1.86 -2.03
9 C 3.48 -0.94 -2.01
10 C 3.03 -0.46 -3.37
11 C 3.44 1.00 -3.58
12 C 1.54 -0.68 -3.61
13 C 3.03 -0.42 -0.79
14 N 1.86 0.37 -0.71
15 C 1.93 1.61 -0.44
16 C 0.84 2.57 -0.32
17 C 1.11 3.82 -0.92
18 C 0.23 4.87 -0.85
19 C -0.93 4.74 -0.08
20 C -1.18 3.55 0.57
21 C -0.36 2.42 0.43
22 N -0.78 1.24 1.00
23 C -1.24 1.34 2.33
24 C -2.46 0.79 2.81
25 C -2.87 1.04 4.11
26 C -2.16 1.86 4.97
27 C -0.96 2.36 4.53
28 C -0.46 2.08 3.27
29 C 0.95 2.57 3.02
30 C 1.88 2.01 4.11
31 C 1.03 4.10 3.05
32 C -3.43 0.03 1.96
33 C -3.93 -1.26 2.62
34 C -4.62 0.94 1.64
35 H 3.12 -0.71 3.75
36 H 4.53 -1.47 3.05
37 H 2.93 -1.99 2.53
38 H 2.54 0.41 1.72
39 H 5.59 0.52 1.85
40 H 4.54 1.36 2.98
41 H 4.53 1.79 1.26
42 H 5.41 -1.81 1.19
43 H 6.00 -2.93 -0.91
44 H 4.82 -2.29 -2.98
45 H 3.57 -1.05 -4.11
46 H 2.92 1.67 -2.90
47 H 3.24 1.31 -4.60
48 H 4.51 1.10 -3.40
49 H 0.97 -0.12 -2.88
50 H 1.32 -1.74 -3.49
51 H 1.27 -0.36 -4.61
52 H 2.92 2.09 -0.36
53 H 2.04 3.94 -1.45
54 H 0.45 5.80 -1.35
55 H -1.61 5.57 0.03
56 H -2.06 3.46 1.19
57 H -3.81 0.62 4.44
58 H -2.53 2.08 5.95
59 H -0.39 3.00 5.19
60 H 1.31 2.21 2.06
61 H 1.55 2.29 5.10
62 H 2.88 2.39 3.96
63 H 1.90 0.92 4.06
64 H 0.92 4.47 4.06
65 H 0.25 4.54 2.43
66 H 1.99 4.43 2.67
67 H -2.93 -0.24 1.04
68 H -4.71 -1.06 3.36
69 H -3.12 -1.78 3.11
70 H -4.35 -1.92 1.87
71 H -5.11 1.25 2.56
72 H -5.35 0.41 1.03
73 H -4.31 1.83 1.11
74 C -1.55 -3.37 -4.95
75 N -1.48 -1.92 -5.08
76 C -1.43 -1.35 -6.41
77 C -1.40 -1.17 -3.96
78 N -1.26 -1.62 -2.77
79 N -1.52 0.21 -4.18
80 C -1.15 1.23 -3.38
81 N -1.19 2.45 -3.96
82 N -0.71 1.10 -2.17
83 H -1.70 -3.81 -5.93
84 H -2.39 -3.65 -4.31
85 H -0.63 -3.78 -4.52
86 H -1.29 -2.14 -7.14
87 H -0.59 -0.66 -6.51
88 H -2.36 -0.83 -6.66
89 H -1.12 -2.62 -2.73
90 H -1.79 0.47 -5.12
91 H -1.56 2.58 -4.89
92 H -1.07 3.27 -3.40
93 H -0.41 1.98 -1.75
94 Cl -3.24 2.20 -1.36
95 C -3.86 0.60 -1.41
96 C -3.08 -0.48 -1.03
97 C -3.69 -1.73 -1.05
98 Cl -2.79 -3.12 -0.61
99 C -5.02 -1.91 -1.41
100 Cl -5.73 -3.47 -1.39
101 C -5.78 -0.80 -1.79
102 Cl -7.43 -0.99 -2.22
103 C -5.19 0.46 -1.80
104 Cl -6.12 1.82 -2.29
105 Cl 0.97 -4.37 -2.60
106 Ge 0.42 -3.78 -0.42
107 Cl 2.47 -3.71 0.52
108 Cl -0.13 -5.83 0.36
109 C 1.63 -4.34 4.17
110 N 0.64 -3.92 3.22
111 C 0.15 -2.70 3.07
112 N 0.43 -1.70 3.90
113 S -0.95 -2.43 1.81
114 H 1.57 -5.42 4.27
115 H 1.44 -3.88 5.14
116 H 2.64 -4.08 3.84
117 H 0.40 -4.59 2.49
118 H 1.06 -1.80 4.67
119 H -0.07 -0.83 3.78

Computed properties:
HOMO (spin up / spin down) ... -9.743 / -9.742 eV
Charge ... +1
HOMO-LUMO gap (spin up / spin down) ... 7.586 / 4.566 eV
Multiplicity ... 2